A 8-piece molecular cluster, C51H52O17PS overall in a non-equilibrium geometry, computed with wB97M-V/def2-TZVPD.

Last column: Mulliken charge in e.
Positions of all 122 atoms, in Å:
C: -0.535 -2.466 -1.426  0.0316
C: 0.335 -3.203 -2.606  -0.2113
O: 1.770 -2.883 -2.615  -0.1098
C: 2.025 -1.448 -2.384  -0.2265
P: 3.799 -1.093 -3.006  0.1659
S: 4.403 -3.177 -2.766  -0.5495
C: 3.438 -1.461 -4.815  -1.0020
C: 1.981 -1.172 -5.432  -0.0255
C: 1.632 0.438 -5.729  -0.5680
O: 0.876 1.079 -4.644  -0.2348
C: 0.978 2.557 -4.879  -0.5238
O: 3.497 0.653 -3.162  -0.1443
C: 4.716 1.415 -2.848  -0.4442
C: 4.408 3.003 -2.422  -0.6778
H: -1.351 -3.258 -1.069  -0.1256
H: -1.043 -1.507 -1.864  0.1373
H: 0.123 -2.243 -0.457  -0.0170
H: 0.259 -4.376 -2.397  0.1602
H: -0.199 -3.044 -3.649  0.0649
H: 2.023 -1.305 -1.198  -0.0918
H: 1.199 -0.728 -2.791  0.1667
H: 4.159 -0.821 -1.641  -0.1266
H: 5.197 -0.811 -3.357  0.2174
H: 4.620 -3.386 -1.377  0.0789
H: 3.694 -2.612 -5.008  0.4125
H: 4.239 -0.870 -5.474  0.2778
H: 1.063 -1.740 -4.936  -0.2721
H: 2.005 -1.630 -6.539  0.3821
H: 2.607 1.022 -6.058  0.3253
H: 0.926 0.437 -6.689  0.3366
H: -0.074 3.076 -4.662  0.2211
H: 1.802 3.019 -4.151  0.0828
H: 1.245 2.817 -5.991  0.2977
H: 5.348 0.979 -1.951  0.3016
H: 5.445 1.377 -3.792  0.2520
H: 3.745 2.939 -1.454  0.0330
H: 5.446 3.536 -2.171  0.2025
H: 3.851 3.496 -3.327  0.2157
C: 7.887 4.492 -0.236  -0.2453
C: 8.350 4.926 0.940  -0.4298
C: 8.816 3.982 1.975  0.3918
O: 9.238 4.378 3.053  -0.5936
C: 8.752 2.541 1.660  -0.4019
C: 8.289 2.107 0.483  -0.3254
C: 7.823 3.051 -0.552  0.4597
O: 7.401 2.655 -1.629  -0.5415
H: 7.541 5.171 -1.006  0.4150
H: 8.404 5.979 1.187  0.4022
H: 9.098 1.862 2.430  0.4050
H: 8.235 1.054 0.237  0.4731
C: -3.296 -5.810 0.150  -0.2025
C: -4.499 -6.339 0.390  -0.4452
C: -5.267 -7.012 -0.676  0.3636
O: -6.370 -7.495 -0.458  -0.6416
C: -4.653 -7.079 -2.017  -0.3597
C: -3.449 -6.550 -2.258  -0.3439
C: -2.682 -5.877 -1.191  0.2967
O: -1.579 -5.394 -1.410  -0.5400
H: -2.720 -5.312 0.920  0.5063
H: -4.963 -6.299 1.368  0.4193
H: -5.229 -7.577 -2.788  0.4382
H: -2.986 -6.590 -3.236  0.4607
C: -5.104 -0.440 -1.309  -0.4537
C: -4.654 -1.645 -1.673  -0.2775
C: -5.405 -2.874 -1.348  0.1222
O: -4.994 -3.977 -1.679  -0.3628
C: -6.673 -2.719 -0.606  -0.1412
C: -7.123 -1.514 -0.242  -0.3866
C: -6.371 -0.286 -0.568  0.3423
O: -6.783 0.817 -0.237  -0.5778
H: -4.565 0.470 -1.539  0.4480
H: -3.727 -1.775 -2.218  0.4564
H: -7.212 -3.630 -0.376  0.4343
H: -8.050 -1.384 0.303  0.4300
C: 2.554 0.765 1.443  -0.6100
C: 1.471 -0.018 1.479  -0.4320
C: 1.033 -0.662 2.733  0.3192
O: 0.043 -1.380 2.766  -0.6006
C: 1.836 -0.407 3.945  -0.4208
C: 2.919 0.375 3.909  -0.2766
C: 3.357 1.020 2.656  0.2912
O: 4.347 1.738 2.623  -0.5878
H: 2.890 1.244 0.532  0.6894
H: 0.872 -0.214 0.598  0.6066
H: 1.500 -0.887 4.856  0.4390
H: 3.519 0.572 4.790  0.5856
C: -8.742 -5.620 -3.353  -0.2271
C: -8.928 -6.666 -4.164  -0.4108
C: -9.986 -7.661 -3.900  0.3672
O: -10.156 -8.621 -4.640  -0.5687
C: -10.831 -7.455 -2.707  -0.3883
C: -10.645 -6.408 -1.896  -0.3682
C: -9.587 -5.413 -2.161  0.4637
O: -9.417 -4.454 -1.420  -0.5570
H: -7.970 -4.882 -3.532  0.4417
H: -8.317 -6.832 -5.043  0.4290
H: -11.603 -8.193 -2.528  0.3998
H: -11.256 -6.243 -1.017  0.4210
C: 2.893 3.692 7.795  -0.4396
C: 3.006 5.023 7.766  -0.5159
C: 3.064 5.759 6.488  0.3597
O: 3.170 6.978 6.460  -0.6206
C: 2.989 4.968 5.244  -0.3759
C: 2.875 3.637 5.273  0.1004
C: 2.818 2.900 6.551  0.5065
O: 2.712 1.682 6.578  -0.5452
H: 2.850 3.136 8.724  0.4143
H: 3.062 5.618 8.670  0.4183
H: 3.032 5.524 4.315  0.4757
H: 2.820 3.042 4.369  0.2307
C: 0.125 7.437 5.731  -0.2243
C: -0.269 8.351 6.623  -0.3707
C: -1.701 8.634 6.848  0.3696
O: -2.062 9.472 7.663  -0.5630
C: -2.679 7.868 6.051  -0.3719
C: -2.285 6.954 5.159  -0.3775
C: -0.854 6.671 4.934  0.2927
O: -0.492 5.833 4.119  -0.5407
H: 1.170 7.218 5.553  0.4896
H: 0.436 8.921 7.216  0.4536
H: -3.724 8.087 6.229  0.4051
H: -2.990 6.384 4.566  0.4164

Atoms 1-6, force components in eV/Å:
-0.123 -0.806 0.197
-0.466 -1.309 0.713
-3.350 1.335 -0.121
-1.144 0.024 1.442
1.003 1.601 0.625
1.365 -1.893 1.652

Summary:
Charge: -1
Highest occupied orbital energy (Eh): -0.1378
LUMO energy (Ha): -0.02315
Kohn-Sham gap (eV): 3.12